[1]
# C6H18F8KN4O24P2S8

C6H18F8KN4O24P2S8 as an isolated structure in a non-equilibrium geometry (ωB97M-V/def2-TZVPD, OMol25).

Each line ends with the Löwdin charge.
Positions of all 71 atoms, in Å:
K 20.622 0.538 7.443  0.767
N 17.267 -2.656 4.630  -0.072
S 16.230 -2.910 5.661  0.514
O 16.112 -1.917 6.685  -0.159
O 16.051 -4.355 5.968  -0.150
F 14.991 -2.578 4.633  -0.179
S 18.620 -2.715 5.660  0.645
O 18.617 -3.546 6.843  -0.226
O 19.506 -1.524 5.621  -0.227
F 19.493 -3.729 4.817  -0.140
N 22.634 -2.712 9.575  -0.250
S 21.089 -3.112 8.939  0.623
O 20.201 -1.963 8.724  -0.370
O 20.447 -4.345 9.435  -0.293
F 21.503 -3.437 7.407  -0.195
S 22.251 -2.925 11.010  0.397
O 22.641 -4.221 11.532  -0.312
O 21.029 -2.293 11.503  -0.323
F 23.385 -2.025 11.685  -0.216
N 18.561 2.420 3.425  -0.219
S 18.280 3.136 4.901  0.492
O 17.236 2.466 5.544  -0.263
O 18.441 4.575 4.989  -0.276
F 19.560 2.654 5.716  -0.214
S 17.652 3.362 2.738  0.417
O 18.249 4.598 2.215  -0.323
O 16.202 3.287 2.958  -0.315
F 17.707 2.603 1.295  -0.255
N 22.942 0.753 6.225  -0.338
S 23.004 2.284 5.460  0.612
O 22.263 2.466 4.225  -0.265
O 24.291 2.950 5.415  -0.288
F 22.130 3.129 6.634  -0.253
S 23.268 0.026 4.956  0.380
O 24.623 0.246 4.458  -0.293
O 22.161 -0.190 4.040  -0.287
F 23.428 -1.390 5.621  -0.181
C 15.135 0.750 8.466  -0.087
O 15.989 1.290 9.484  -0.213
P 17.110 2.383 9.186  0.511
O 18.166 1.738 8.374  -0.267
O 17.558 2.769 10.755  -0.237
C 18.445 1.902 11.466  -0.113
O 16.283 3.717 8.670  -0.206
C 17.102 4.804 8.176  -0.090
H 15.474 0.952 7.450  0.085
H 14.099 1.072 8.571  0.085
H 15.128 -0.338 8.544  0.073
H 18.982 1.096 10.966  0.099
H 17.814 1.359 12.170  0.088
H 19.136 2.531 12.027  0.064
H 16.801 5.779 8.557  0.085
H 16.854 4.803 7.115  0.077
H 18.183 4.769 8.309  0.077
C 23.637 4.328 9.017  -0.159
O 22.965 4.122 10.177  -0.219
P 21.850 2.924 10.322  0.521
O 22.150 1.728 9.480  -0.268
O 21.691 2.593 11.880  -0.222
C 22.349 1.509 12.524  -0.081
O 20.493 3.735 9.918  -0.204
C 20.049 4.809 10.637  -0.156
H 24.037 3.400 8.608  0.086
H 24.521 4.967 9.020  0.093
H 22.876 4.687 8.325  0.087
H 23.211 1.129 11.975  0.094
H 21.704 0.653 12.718  0.090
H 22.625 1.857 13.520  0.086
H 19.546 5.499 9.960  0.086
H 20.894 5.384 11.017  0.090
H 19.341 4.608 11.441  0.084

Calculated values
HOMO level (spin up / spin down) ... -4.98 / -4.98 eV
Charge ... -2
2S+1 ... 2
Maximum force ... 0.230 Eh/bohr
⟨S²⟩ ... 0.762
Frontier orbital gap (spin up / spin down) ... 8.16 / 2.66 eV
Calculated total energy ... -204937.5989 eV

***

[2]
# C6H18FK2O3

C6H18FK2O3 as an isolated structure in a non-equilibrium geometry (ωB97M-V/def2-TZVPD, OMol25).

Each line ends with the natural charge from an NBO analysis.
Positions of all 30 atoms, in Å:
K 1.420 1.271 3.599  0.993
K -2.308 2.221 3.070  0.994
F -0.384 1.312 1.409  -0.932
C -3.808 -2.113 0.752  -0.628
C -2.425 -1.512 0.627  -0.062
O -2.542 -0.092 0.461  -0.780
H -4.525 -1.638 0.089  0.226
H -4.185 -2.011 1.774  0.195
H -3.766 -3.186 0.553  0.220
H -1.884 -1.915 -0.234  0.164
H -1.818 -1.711 1.518  0.152
H -1.736 0.344 0.762  0.493
C 2.750 -1.913 0.033  -0.628
C 1.326 -1.829 0.550  -0.060
O 1.208 -0.840 1.590  -0.824
H 3.435 -2.104 0.854  0.209
H 3.031 -0.993 -0.484  0.211
H 2.807 -2.710 -0.712  0.221
H 1.054 -2.797 0.987  0.167
H 0.612 -1.626 -0.248  0.173
H 0.580 -0.147 1.309  0.507
C 1.950 2.754 -2.752  -0.624
C 0.688 2.687 -1.895  -0.061
O 1.028 2.804 -0.500  -0.771
H 1.696 2.795 -3.810  0.215
H 2.571 1.873 -2.567  0.202
H 2.558 3.617 -2.480  0.213
H 0.176 1.740 -2.084  0.161
H 0.024 3.511 -2.182  0.157
H 0.466 2.208 0.013  0.496

Calculated values
HOMO level ... -11.90 eV
Charge ... +1
Maximum force ... 0.022 Eh/bohr
Frontier orbital gap ... 7.46 eV
ΔE to the lowest compared entry with this formula, charge and spin ... 0.000 eV
Calculated total energy ... -48020.1774 eV

***

[3]
# C6H18FNaO8P2

C6H18FNaO8P2 as an isolated structure in a non-equilibrium geometry (ωB97M-V/def2-TZVPD, OMol25).

Each line ends with the natural charge from an NBO analysis.
Positions of all 36 atoms, in Å:
Na 2.009 -2.883 1.029  0.976
F 3.854 -3.593 -0.442  -0.981
C 4.332 1.366 -1.226  -0.246
O 2.993 1.345 -1.774  -0.843
P 1.803 0.655 -0.969  2.575
O 2.148 -0.697 -0.490  -1.095
O 0.662 0.636 -2.079  -0.826
C 0.936 -0.083 -3.304  -0.256
O 1.285 1.797 0.044  -0.806
C 1.376 3.172 -0.323  -0.257
H 4.290 0.942 -0.226  0.201
H 4.692 2.394 -1.238  0.179
H 4.977 0.816 -1.907  0.205
H 1.570 0.569 -3.902  0.191
H -0.032 -0.210 -3.783  0.190
H 1.367 -1.063 -3.103  0.214
H 1.711 3.864 0.446  0.194
H 0.355 3.431 -0.625  0.184
H 1.973 3.340 -1.220  0.199
C -2.676 -3.508 0.659  -0.248
O -2.557 -2.109 0.480  -0.821
P -1.614 -1.180 1.349  2.602
O -0.236 -1.677 1.402  -1.128
O -1.750 0.244 0.668  -0.804
C -3.034 0.753 0.344  -0.261
O -2.460 -1.010 2.700  -0.814
C -2.429 0.176 3.463  -0.258
H -1.897 -3.883 1.332  0.186
H -2.531 -4.022 -0.287  0.200
H -3.597 -3.832 1.144  0.190
H -3.087 0.912 -0.734  0.200
H -3.238 1.719 0.809  0.188
H -3.858 0.094 0.621  0.194
H -2.401 -0.050 4.531  0.197
H -3.356 0.741 3.332  0.182
H -1.580 0.836 3.279  0.196

Calculated values
HOMO level ... -7.33 eV
Charge ... 0
Maximum force ... 0.037 Eh/bohr
Frontier orbital gap ... 7.45 eV
ΔE to the lowest compared entry with this formula, charge and spin ... 0.722 eV
Calculated total energy ... -48610.3576 eV

***

[4]
# C6H18FO3S3Sn

C6H18FO3S3Sn as an isolated structure in a non-equilibrium geometry (ωB97M-V/def2-TZVPD, OMol25).

Each line ends with the natural charge from an NBO analysis.
Positions of all 32 atoms, in Å:
Sn -2.636 -0.085 -2.333  1.575
F -2.723 -3.912 -3.486  -0.619
C -1.792 -4.139 1.338  -0.819
S -3.431 -3.510 1.957  1.189
O -3.849 -2.307 1.107  -0.991
C -4.302 -5.003 1.220  -0.773
H -1.862 -4.737 0.429  0.240
H -1.328 -4.769 2.098  0.240
H -1.051 -3.341 1.297  0.236
H -4.047 -4.954 0.161  0.241
H -5.352 -4.777 1.409  0.237
H -4.023 -5.908 1.759  0.239
C 1.610 5.926 -3.295  -0.830
S 1.447 4.185 -2.739  1.202
O 0.059 3.621 -2.986  -0.999
C 2.623 3.370 -3.940  -0.824
H 1.287 6.105 -4.321  0.237
H 2.666 6.171 -3.400  0.244
H 1.070 6.650 -2.685  0.251
H 3.071 2.542 -3.390  0.236
H 3.487 3.945 -4.274  0.243
H 2.170 3.140 -4.904  0.244
C 2.789 0.125 2.008  -0.800
S 1.260 1.013 2.481  1.197
O 0.144 0.680 1.476  -1.005
C 0.896 0.134 4.048  -0.818
H 3.513 0.339 2.794  0.239
H 3.095 0.628 1.091  0.239
H 2.576 -0.937 1.882  0.233
H 1.792 0.192 4.666  0.234
H 0.771 -0.940 3.910  0.230
H 0.069 0.554 4.621  0.252

Calculated values
HOMO level ... -11.44 eV
Charge ... +1
Maximum force ... 0.037 Eh/bohr
Frontier orbital gap ... 3.53 eV
ΔE to the lowest compared entry with this formula, charge and spin ... 7.321 eV
Calculated total energy ... -53694.3797 eV

***

- Number 1 is which compound?
  C6H18F8KN4O24P2S8

***

- charge of number 1 (C6H18F8KN4O24P2S8)?
  -2

***

Repeat the second record exactly.
# C6H18FK2O3

C6H18FK2O3 as an isolated structure in a non-equilibrium geometry (ωB97M-V/def2-TZVPD, OMol25).

Each line ends with the natural charge from an NBO analysis.
Positions of all 30 atoms, in Å:
K 1.420 1.271 3.599  0.993
K -2.308 2.221 3.070  0.994
F -0.384 1.312 1.409  -0.932
C -3.808 -2.113 0.752  -0.628
C -2.425 -1.512 0.627  -0.062
O -2.542 -0.092 0.461  -0.780
H -4.525 -1.638 0.089  0.226
H -4.185 -2.011 1.774  0.195
H -3.766 -3.186 0.553  0.220
H -1.884 -1.915 -0.234  0.164
H -1.818 -1.711 1.518  0.152
H -1.736 0.344 0.762  0.493
C 2.750 -1.913 0.033  -0.628
C 1.326 -1.829 0.550  -0.060
O 1.208 -0.840 1.590  -0.824
H 3.435 -2.104 0.854  0.209
H 3.031 -0.993 -0.484  0.211
H 2.807 -2.710 -0.712  0.221
H 1.054 -2.797 0.987  0.167
H 0.612 -1.626 -0.248  0.173
H 0.580 -0.147 1.309  0.507
C 1.950 2.754 -2.752  -0.624
C 0.688 2.687 -1.895  -0.061
O 1.028 2.804 -0.500  -0.771
H 1.696 2.795 -3.810  0.215
H 2.571 1.873 -2.567  0.202
H 2.558 3.617 -2.480  0.213
H 0.176 1.740 -2.084  0.161
H 0.024 3.511 -2.182  0.157
H 0.466 2.208 0.013  0.496

Calculated values
HOMO level ... -11.90 eV
Charge ... +1
Maximum force ... 0.022 Eh/bohr
Frontier orbital gap ... 7.46 eV
ΔE to the lowest compared entry with this formula, charge and spin ... 0.000 eV
Calculated total energy ... -48020.1774 eV